# 1
{"formula": "CH2N2OP4", "method": "ωB97M-V with the def2-TZVPD basis set", "symbols": ["C", "N", "N", "O", "P", "P", "P", "P", "H", "H"], "positions_angstrom": [[0.232347, -0.322799, -0.080716], [-2.384852, -1.373217, -0.042798], [1.497439, -0.839187, 0.271106], [3.464571, -0.078457, -1.148332], [-3.853854, -0.993822, -0.280082], [1.946674, -2.339790, 0.035939], [3.374065, -0.429770, 0.233123], [-0.858985, -1.878064, -0.030578], [0.326926, 0.428631, -0.975319], [-0.094891, 0.364526, 0.782088]], "forces_ev_per_angstrom": [[-1.7, 3.0, 0.6], [-0.8, 0.9, -0.8], [1.1, -0.1, 0.2], [1.2, 1.3, -3.7], [0.6, -0.2, 0.4], [1.3, -0.7, 0.2], [-1.6, -1.3, 3.0], [0.1, -0.2, -0.1], [-0.4, -1.8, 1.2], [0.2, -0.8, -1.1]], "mulliken_charge": [-0.41, 0.08, 0.12, -0.45, -0.06, -0.02, 0.23, -0.03, 0.29, 0.26], "gap_ha": [0.231, 0.231], "spin_multiplicity": 1}


# 2
{"formula": "C26H72N6O7", "method": "ωB97M-V with the def2-TZVPD basis set", "symbols": ["C", "C", "O", "H", "H", "H", "H", "H", "H", "C", "C", "C", "O", "C", "N", "H", "H", "H", "H", "H", "H", "H", "H", "H", "H", "H", "C", "C", "C", "O", "C", "N", "H", "H", "H", "H", "H", "H", "H", "H", "H", "H", "H", "C", "C", "C", "O", "C", "N", "H", "H", "H", "H", "H", "H", "H", "H", "H", "H", "H", "C", "C", "C", "O", "C", "N", "H", "H", "H", "H", "H", "H", "H", "H", "H", "H", "H", "C", "C", "C", "O", "C", "N", "H", "H", "H", "H", "H", "H", "H", "H", "H", "H", "H", "C", "C", "C", "O", "C", "N", "H", "H", "H", "H", "H", "H", "H", "H", "H", "H", "H"], "positions_angstrom": [[10.949592, 7.489369, 13.599042], [12.082379, 6.612289, 13.133563], [13.284250, 7.388467, 12.946010], [11.108771, 7.981678, 14.559486], [10.034344, 6.894753, 13.717596], [10.708042, 8.274756, 12.878939], [11.837511, 6.092088, 12.210302], [12.315554, 5.850102, 13.889681], [13.551881, 7.584730, 13.855457], [13.431862, 5.876799, 17.133137], [14.867660, 6.346468, 16.856918], [14.924459, 7.835272, 16.537242], [13.960633, 8.181171, 15.568119], [13.912089, 9.583081, 15.359738], [15.769343, 6.147424, 17.985431], [13.351400, 4.791114, 17.070928], [12.716217, 6.312151, 16.432521], [13.154359, 6.212845, 18.135480], [15.268331, 5.825423, 15.982488], [15.926220, 8.093578, 16.170081], [14.750761, 8.419525, 17.455362], [13.631327, 10.095458, 16.287999], [13.158622, 9.789819, 14.604372], [14.889525, 9.961223, 15.043032], [15.621524, 6.833989, 18.714269], [15.646232, 5.235525, 18.405989], [16.244642, 5.548509, 10.012360], [15.161432, 4.659950, 10.594656], [15.438255, 4.302609, 12.038718], [16.698429, 3.688951, 12.146236], [17.248699, 3.781197, 13.440695], [13.820193, 5.240020, 10.518803], [15.949095, 5.909524, 9.026370], [17.216897, 5.058101, 9.948038], [16.428284, 6.409461, 10.663163], [15.163895, 3.715044, 10.037130], [14.639603, 3.646305, 12.414204], [15.381928, 5.226017, 12.640852], [16.476680, 3.666157, 14.210119], [17.731401, 4.755639, 13.593732], [17.996722, 2.999323, 13.550469], [13.647403, 5.517256, 9.557603], [13.848458, 6.118183, 11.040538], [9.490823, 0.681740, 16.679817], [10.012965, 1.394489, 15.427154], [10.393820, 2.821312, 15.747208], [9.256275, 3.611868, 15.991518], [9.621762, 4.889558, 16.423152], [11.199768, 0.743576, 14.845912], [10.242702, 0.693937, 17.470074], [9.208948, -0.344480, 16.440222], [8.596396, 1.192509, 17.045938], [9.221641, 1.382659, 14.674147], [10.985820, 3.245764, 14.920974], [11.046786, 2.802778, 16.637790], [8.775753, 5.409782, 16.869810], [10.031254, 5.493018, 15.599437], [10.404457, 4.869982, 17.197859], [11.034241, -0.256544, 14.824551], [12.007581, 0.895851, 15.440636], [5.671996, 1.977141, 11.181545], [7.014791, 1.245977, 11.094107], [8.073478, 1.986053, 11.878837], [8.211132, 3.292302, 11.384523], [9.189834, 4.024972, 12.081402], [6.825672, -0.131180, 11.567581], [5.757649, 2.999518, 10.813688], [5.349595, 2.066185, 12.225554], [4.910226, 1.445036, 10.617016], [7.264110, 1.208294, 10.031861], [9.046368, 1.467954, 11.843073], [7.778074, 1.996566, 12.944491], [9.185510, 5.044541, 11.698100], [10.203928, 3.637531, 11.907305], [8.983660, 4.014058, 13.159824], [6.803934, -0.139185, 12.585737], [7.651320, -0.684647, 11.350103], [7.251053, 10.733546, 14.766745], [7.359537, 9.225617, 14.869050], [8.080602, 8.800429, 16.127824], [9.416155, 9.206127, 16.055442], [10.185785, 8.760266, 17.142653], [6.005092, 8.637860, 14.910867], [6.900034, 11.176393, 15.701452], [6.592187, 11.043908, 13.955855], [8.237997, 11.159705, 14.572053], [7.902023, 8.882407, 13.977393], [7.962423, 7.717271, 16.283219], [7.577959, 9.284962, 16.980642], [11.132435, 9.299653, 17.172742], [10.447383, 7.696276, 17.033152], [9.658326, 8.898832, 18.092694], [6.070711, 7.625354, 14.846726], [5.496287, 8.903262, 14.073906], [18.993957, 10.316680, 10.150887], [17.643877, 9.754994, 9.710826], [16.772211, 9.385273, 10.876544], [17.418127, 8.404969, 11.644880], [16.677752, 8.045964, 12.787027], [16.895872, 10.692696, 8.838835], [19.648584, 10.381739, 9.279774], [19.473022, 9.667973, 10.882248], [18.855022, 11.316157, 10.569296], [17.829722, 8.849582, 9.127026], [15.790161, 9.027701, 10.526232], [16.529114, 10.266884, 11.500781], [16.355935, 8.963162, 13.304312], [17.282642, 7.411048, 13.428913], [15.745835, 7.515824, 12.548384], [16.356099, 11.319873, 9.433397], [17.557383, 11.326561, 8.397976]], "forces_ev_per_angstrom": [[-0.9, 0.0, 0.0], [0.6, 0.3, 0.4], [-0.5, -0.4, -0.1], [0.3, -0.1, 0.0], [0.1, 0.0, 0.0], [0.2, -0.1, -0.1], [0.1, 0.1, -0.1], [-0.2, -0.1, -0.1], [0.4, 0.2, 0.0], [0.1, 0.3, -0.1], [-0.4, 0.3, 0.1], [0.2, 0.0, 0.1], [-0.1, 0.2, -0.1], [0.0, 0.1, 0.2], [0.3, -0.2, -0.1], [0.0, 0.0, 0.1], [0.1, -0.1, -0.1], [-0.1, -0.1, 0.0], [0.0, -0.1, 0.1], [0.0, 0.0, 0.1], [-0.1, 0.0, 0.0], [0.0, 0.0, 0.0], [0.0, -0.1, -0.1], [0.0, 0.0, -0.1], [-0.2, 0.0, 0.0], [0.0, 0.0, -0.1], [0.4, 0.4, 0.3], [0.2, -0.6, -0.3], [-0.4, 0.3, 0.2], [0.2, -0.1, 0.1], [-0.1, 0.2, 0.0], [0.2, 0.3, 0.1], [0.1, 0.0, 0.0], [-0.1, -0.2, -0.1], [-0.2, 0.1, -0.1], [-0.2, 0.1, 0.0], [0.1, -0.1, 0.0], [0.2, 0.0, 0.0], [0.0, -0.1, 0.0], [0.0, 0.0, 0.0], [0.0, 0.0, 0.0], [-0.1, -0.1, 0.0], [-0.1, -0.1, 0.0], [-0.3, 0.3, -0.3], [0.2, -0.4, 0.3], [0.3, 0.1, -0.3], [-0.1, -0.3, 0.3], [0.5, 0.7, 0.2], [-0.4, 0.1, 0.0], [0.0, -0.1, 0.0], [0.1, -0.1, 0.1], [0.0, 0.0, 0.1], [0.1, 0.1, -0.1], [-0.1, 0.0, 0.0], [-0.1, 0.1, 0.0], [-0.2, -0.2, -0.2], [-0.1, 0.0, 0.0], [-0.1, -0.2, 0.0], [0.2, 0.0, -0.1], [0.0, -0.1, 0.0], [0.2, 0.2, 0.3], [-0.9, 0.0, -0.1], [0.4, -0.1, 0.1], [0.0, 0.2, -0.1], [0.3, 0.1, 0.0], [0.6, -0.1, 0.1], [0.0, -0.1, -0.1], [0.0, -0.2, 0.0], [0.0, 0.0, 0.0], [0.3, -0.1, 0.1], [-0.1, -0.1, -0.1], [-0.1, 0.1, -0.1], [-0.2, 0.0, 0.1], [-0.1, -0.2, 0.1], [0.0, 0.1, 0.0], [-0.3, 0.1, 0.0], [-0.1, 0.0, -0.2], [0.4, 0.3, 0.1], [-0.6, -0.1, -0.5], [-0.6, 0.1, 0.2], [0.5, 0.1, 0.0], [0.2, -0.4, 0.1], [0.2, -0.1, -0.1], [-0.2, -0.1, 0.0], [-0.1, -0.1, 0.0], [0.0, 0.0, 0.0], [0.2, -0.1, 0.2], [0.3, 0.0, -0.1], [0.1, -0.1, 0.0], [-0.1, 0.2, -0.1], [-0.2, 0.0, 0.1], [0.0, 0.0, 0.0], [0.0, 0.0, 0.2], [0.0, 0.2, 0.1], [-0.2, -0.1, -0.1], [0.2, 0.4, -0.5], [-0.8, 0.0, 0.2], [0.2, -0.2, 0.2], [-0.6, 0.4, 0.0], [0.1, 0.2, 0.4], [0.1, 0.1, 0.0], [0.0, 0.0, 0.1], [0.1, 0.0, 0.1], [-0.1, -0.1, 0.1], [0.1, -0.1, -0.1], [0.3, 0.0, 0.0], [0.2, -0.1, 0.3], [0.2, 0.1, 0.0], [0.1, 0.0, -0.2], [-0.1, -0.1, 0.0], [0.0, -0.2, -0.2]], "mulliken_charge": [-0.90, 0.00, -0.36, -0.05, 0.29, 0.46, 0.45, 0.02, 0.08, -1.13, 1.04, -1.14, 0.02, -1.16, -0.69, 0.41, 0.04, 0.26, -0.09, 0.31, 0.49, 0.40, 0.30, 0.36, 0.27, 0.26, -1.11, 0.19, 0.05, -0.41, -0.63, -0.56, 0.38, 0.42, 0.08, 0.33, 0.44, -0.23, 0.25, 0.21, 0.31, 0.26, 0.16, -1.53, 0.83, -0.58, -0.41, -0.43, -0.64, 0.31, 0.44, 0.35, -0.29, 0.29, 0.44, 0.27, 0.00, 0.37, 0.28, 0.27, -1.43, 0.32, -0.42, -0.42, -0.53, -0.75, 0.34, 0.28, 0.38, 0.39, 0.36, 0.14, 0.26, 0.35, 0.19, 0.26, 0.29, -1.46, 0.79, -0.32, -0.29, -0.49, -0.75, 0.33, 0.41, 0.29, 0.11, -0.13, 0.39, 0.13, 0.05, 0.43, 0.24, 0.29, -1.45, 0.42, -0.66, -0.43, -0.15, -0.70, 0.39, 0.37, 0.32, 0.18, 0.31, 0.49, 0.28, 0.21, -0.17, 0.27, 0.27], "gap_ha": 0.355, "smiles": "COC[C@H](C)N.COC[C@H](C)N.COC[C@H](C)N.COC[C@H](C)N.COC[C@H](C)N.COC[C@H](C)N.CCO", "spin_multiplicity": 1}


# 3
{"formula": "C4H10IP", "method": "ωB97M-V with the def2-TZVPD basis set", "symbols": ["C", "C", "C", "C", "P", "I", "H", "H", "H", "H", "H", "H", "H", "H", "H", "H"], "positions_angstrom": [[0.136420, 0.275193, 1.376646], [1.383985, 1.441488, -0.630756], [-1.059721, -1.949616, -0.662342], [0.695527, 0.218739, -0.108451], [-0.632695, -0.249256, -1.305523], [-3.499439, 1.763421, 0.306355], [-0.541607, -0.462927, 1.494424], [0.860769, 0.115019, 2.199272], [-0.297945, 1.194628, 1.424135], [1.905388, 1.069102, -1.490652], [2.192612, 1.724180, 0.219307], [0.644778, 2.308038, -0.681877], [-1.821108, -2.256235, -1.326728], [-1.319176, -1.940559, 0.392126], [-0.029935, -2.551295, -0.835126], [1.382147, -0.699921, -0.370809]], "forces_ev_per_angstrom": [[4.1, -0.6, -1.6], [1.0, 1.3, 3.5], [3.3, 0.5, -0.4], [-0.3, -2.4, 0.3], [-0.7, 0.0, 0.8], [0.7, -0.5, -0.3], [-2.5, -2.2, 0.5], [0.1, 0.4, -0.7], [-1.4, 2.6, 0.6], [0.2, 1.0, -0.9], [-1.6, -0.3, -2.1], [1.2, -1.0, -0.6], [-0.9, -0.9, -0.3], [-0.2, -0.3, -0.1], [-2.5, 1.0, 0.4], [-0.9, 1.4, 1.1]], "mulliken_charge": [-1.28, -1.23, -0.87, 0.29, 0.09, -0.20, 0.41, 0.31, 0.35, 0.42, 0.27, 0.33, 0.31, 0.30, 0.27, 0.22], "gap_ha": [0.295, 0.203], "spin_multiplicity": 1}


The calculated total energy results, record by record, are as follows: -43248.7253; -51399.9564; -21696.9142 eV.
The ΔE to the lowest compared entry with this formula, charge and spin results, record by record, are as follows: 164.16; 10.14; 299.18 kJ/mol.